1.
A structure of composition C29H50BrCrNOP2 in a non-equilibrium geometry. Source: the OMol25 dataset; level of theory: ωB97M-V with the def2-TZVPD basis set.

Structure (ORCA input):
```
! wB97M-V def2-TZVPD RIJCOSX def2/J DEFGRID3
* xyz 2 5
H 1.6833 4.5493 0.4434
H 2.8916 -1.3864 -3.6508
H -1.2013 -3.8827 -2.1376
C -4.1858 2.1765 -1.3970
C -1.8501 1.1645 -1.5696
H 0.9593 -1.5121 5.0762
C 2.4321 -0.6515 -1.6771
H 3.3881 3.4720 -3.3730
H 3.0945 1.5200 -0.1371
H 0.0829 -1.2195 -3.1587
H 0.3739 -0.1259 6.0173
H -3.1041 0.2907 -3.9982
Br 4.3163 4.8506 -0.9407
H -1.0703 -2.3459 -3.9318
H 5.4494 1.9747 0.1573
C -0.2162 -2.2927 -3.2452
H 0.7446 -1.2009 0.9923
H 0.4248 -3.5788 -1.6235
H -5.6333 3.8061 -1.6823
H 1.2899 -1.4660 3.2617
C -1.0015 -4.3782 1.2515
C 0.0243 1.4930 3.3969
H 0.6006 -2.8034 -3.7610
C -5.0174 3.0298 -2.1447
H -1.3179 -1.4913 3.8555
C 3.3995 -1.2901 -2.6850
H 1.3398 0.4100 1.3053
H -0.8464 1.6174 -3.4276
C 2.6286 3.3788 -2.5960
C 0.4724 2.3965 -1.9139
H 3.7352 -2.2950 -2.4000
H -3.0982 -1.6954 1.5522
H 0.7481 1.6136 4.2250
C -1.1593 2.4175 3.6157
C -0.5004 -3.0682 -1.9467
C -4.4292 2.0017 -4.1046
N -5.1298 2.9441 -3.4673
C -3.2103 1.4134 -2.1084
H 5.7932 0.3390 0.7588
H -0.2698 3.0005 0.0239
C -3.7122 -2.1948 0.7825
H -0.8667 -4.9996 0.3576
H -1.6027 2.2522 4.6104
H -0.5044 -4.8822 2.0878
H -1.7268 0.0124 4.7468
H 2.3788 0.4279 -1.8629
H 3.5859 0.9660 1.4713
C 5.1783 0.9160 0.0549
H -4.2147 -3.0541 1.2550
H -2.9658 -3.7507 -0.5659
C -2.9227 -2.6543 -0.4371
H 0.5263 1.7579 2.4508
P 2.9578 -0.8709 0.0577
H 0.6543 -3.0614 0.9128
C -3.5571 1.1135 -3.4456
C 1.6527 3.9359 -0.4487
C -0.9039 -0.5931 4.3369
H -0.4525 -1.6920 6.0936
H 4.2862 -0.6651 -2.8482
H 1.5622 1.8606 -3.7059
H 2.8601 -1.9537 2.6186
H 2.5871 -0.2966 3.2380
H -1.9084 2.2728 2.8263
H -2.0696 -4.3110 1.4928
P -1.1398 -2.1747 -0.4556
O -0.3369 0.1213 3.2276
H -1.8078 1.1411 -0.4576
H -0.7949 3.4500 3.5847
H -0.6104 -2.3528 1.9176
H -4.4997 -1.4830 0.4920
C 2.7184 4.0559 -1.3722
H -4.5863 1.9704 -5.1859
C -0.6820 1.5498 -2.3346
C 1.5864 2.4819 -2.8014
H 5.4278 0.6167 -0.9697
C 0.5459 3.1114 -0.6974
H -3.3274 -2.1727 -1.3350
Cr -0.2044 -0.1763 -1.3028
C 1.6384 -0.6479 1.3036
C -0.4316 -2.9932 1.0344
H 1.4061 -1.1215 -1.7599
C 2.1359 -1.1228 2.6665
C 3.7072 0.7832 0.3975
H -4.2649 2.2470 -0.3162
C 0.0667 -0.9953 5.4300
*
```

As for the expectation value of S²: 6.208. For the HOMO energy (alpha / beta), the calculation gives -13.63 / -13.63 eV. Its LUMO energy (alpha / beta) is -8.63 / -8.22 eV. As for the total energy: -5565.4606 a.u.

2.
A structure of composition C29H50F3N8O9SV in a non-equilibrium geometry. Source: the OMol25 dataset; level of theory: ωB97M-V with the def2-TZVPD basis set.

Structure (ORCA input):
```
! wB97M-V def2-TZVPD RIJCOSX def2/J DEFGRID3
* xyz 0 3
O -1.1661 5.2704 0.0631
H 1.6338 -3.3045 3.2882
C 0.2140 1.4739 3.4075
H 2.3381 0.1641 2.1194
F 0.9953 3.6983 -3.6181
H 0.8356 3.5296 2.7008
C 1.7481 2.6780 -3.9596
H -4.4959 2.5573 1.6612
H -0.4165 -0.2002 -5.7023
H 3.2575 4.4537 3.0277
H -6.9105 -1.1557 -2.2253
N 2.0418 2.1867 1.5777
H -3.5364 -3.0616 -0.7135
H 1.8939 2.7777 3.6151
C -1.9061 3.1262 -4.0052
H 5.6565 -5.6242 0.8077
H -0.2078 1.8581 4.3362
N -0.2557 -0.7076 0.3990
C 3.4993 -5.7048 0.4692
H 0.6080 0.4712 3.5738
C 2.1895 -3.1818 -0.7654
O 2.2690 1.8507 -1.3179
H -0.1342 -1.5141 -3.3892
H -3.4439 -0.4820 0.0621
H -3.0458 0.1510 -6.2087
N -4.8972 1.2045 3.2909
C -2.8473 3.3519 -1.9318
H -0.6100 1.2712 2.7234
N -2.3407 -1.5089 -3.4319
C -4.2070 -0.9630 -0.5317
C -1.0486 -1.1887 -3.8629
H 1.4251 -3.2791 1.1866
O 2.2067 0.0402 -3.0590
H 1.3222 -2.7366 -1.2531
H 4.5088 3.2922 2.5543
H 3.9587 0.6308 0.0487
N -2.2212 1.8861 -3.4891
N -6.0192 -1.2749 -1.7654
C 4.1080 0.6981 1.1263
O -0.9333 0.3051 0.3053
H 3.3261 -2.8635 3.5140
H 4.7607 1.5577 1.2785
C -3.2433 -0.9007 -4.2004
H -2.2375 1.4340 5.2106
H 4.6062 -0.2095 1.4670
C 2.9327 1.0702 2.0031
C 2.8283 3.4014 1.1612
C 2.6265 -3.6994 3.5043
V 0.6070 1.8305 -0.0048
H -2.5197 -2.0143 -2.5759
O 0.2366 3.8151 -0.7891
C 3.7862 4.0174 2.1803
S 1.6981 1.3407 -2.5526
C 1.2012 2.5094 2.8175
H 4.8385 -6.7635 1.7809
N -0.5333 4.2336 0.0271
C -2.6227 -0.2598 -5.3039
H -4.5548 -0.1238 4.8642
F 1.2757 2.2314 -5.1200
C 3.0368 -4.8129 2.5760
C -2.9961 1.5550 4.4515
H 1.1286 -4.7918 0.3377
F 3.0294 3.0447 -4.0770
C 1.8776 -4.0242 0.5322
C 4.8443 -6.3503 0.7722
H 2.1654 4.1374 0.7063
H -3.2712 3.8083 -1.0495
H 2.7239 -3.7849 -1.4994
C -4.2668 -2.2992 -0.9407
O 0.8715 -0.2697 0.2512
C -5.3638 -2.4623 -1.7221
H -5.7087 0.6823 -0.8749
N 3.1185 -4.4750 1.1793
H -2.1109 3.0218 3.0608
O -0.6599 3.3033 0.8000
H 2.4066 -5.6827 2.7612
C -2.7546 2.0385 -2.2471
H 4.2670 4.9081 1.7756
H -5.8060 0.8659 3.0089
H 3.4777 3.0994 0.3395
H -5.6256 -3.3488 -2.2807
C -1.2204 -0.5432 -5.0678
C -4.1339 0.7283 4.3511
H 3.5108 -5.5613 -0.6113
H -1.4748 3.3207 -4.9760
H 4.0630 -5.0623 2.8459
C -2.2057 4.0720 -3.0085
C -5.3548 -0.3296 -1.0063
H 2.8766 -2.3727 -0.5180
H -2.1236 5.1384 -3.1583
O -0.6543 -1.8008 0.5564
H 2.5185 -4.1274 4.5009
H 3.4127 1.2803 2.9589
H -3.1768 1.1719 -1.7601
H -2.2329 0.9989 -3.9716
O 0.3306 1.3060 -1.9977
H 5.0640 -7.0876 0.0001
C -4.1383 2.1790 2.6075
H -4.2620 -1.0874 -3.8941
H 2.6918 -6.4235 0.6084
C -2.9532 2.3909 3.3037
*
```

As for the expectation value of S²: 2.015. For the HOMO energy (alpha / beta), the calculation gives -7.55 / -7.55 eV. Its LUMO energy (alpha / beta) is -0.58 / -0.14 eV. As for the total energy: -3891.7049 a.u. As for the energy above the lowest of the compared OMol25 structures with the same formula, charge and spin: 75.2 kcal per mole.

3.
A structure of composition C29H50F3N8O9SV in a non-equilibrium geometry. Source: the OMol25 dataset; level of theory: ωB97M-V with the def2-TZVPD basis set.

Structure (ORCA input):
```
! wB97M-V def2-TZVPD RIJCOSX def2/J DEFGRID3
* xyz 0 3
C -0.8895 -1.9070 -1.3887
O -2.6415 0.3298 1.3818
H 3.6450 6.5538 1.0948
H -1.7466 -7.7962 0.7106
C 0.9477 -5.5212 -1.0902
H 2.0492 1.3655 2.5901
C 0.5262 -0.0731 -5.0646
C 3.1081 5.8522 0.4828
H 0.9881 4.4641 4.6079
H -2.3170 2.1902 -3.1148
O 0.8380 -2.4150 3.8188
F -3.6303 -2.1185 2.8433
O 0.9630 0.1596 0.6765
H 0.1811 3.8702 5.9927
H 0.0580 4.9884 -5.4568
C 0.7751 -0.9851 -6.0573
H 4.5117 4.2083 0.0116
C 1.6818 -1.9496 -5.5546
H 2.4136 -3.4173 -0.4293
C 1.3882 4.9517 -0.6603
N -0.3673 2.9529 -2.9449
C 2.0089 -3.2919 0.5761
C -1.5958 2.8664 -3.5444
N 0.4476 0.7268 -0.3203
C 0.8743 3.1428 2.0802
C -1.9820 -1.1238 -1.6785
H 2.8447 2.4639 1.4948
H 0.4188 4.9559 -1.1288
F -4.8527 -0.9641 4.2175
H -0.6187 -3.8130 -0.4821
H 2.0821 -2.7512 -6.1512
H 2.5650 -6.6399 -2.1341
H -2.6002 2.7338 0.7442
N 0.3081 -1.4777 3.3052
H -0.8838 -7.4853 -0.7433
O -2.3055 0.4421 3.5355
N -1.2490 -3.0264 -0.6921
C -3.0560 -1.7798 -1.0101
H 2.4949 3.2627 -1.4552
H 0.4001 -0.9910 -7.0679
H -4.0860 -1.4609 -1.0861
H -0.8649 2.0817 4.7324
C 1.9952 -1.5642 -4.2714
H 0.1471 -1.8213 -1.6815
C -1.4925 3.4814 2.5001
C -2.0160 3.5912 1.0600
V -0.7490 0.5999 2.1185
H 0.8508 2.0983 4.4951
C -0.2864 4.2672 -4.7368
C -1.5818 3.6771 -4.6469
O 0.6161 -0.2567 3.5230
C -4.4287 -1.0912 2.9683
C 2.1863 2.4208 2.3559
H -2.3649 3.8349 -5.3697
H 1.0157 4.2301 2.1204
C -0.1839 -6.3051 0.9607
H 2.6585 2.8823 3.2248
O 0.9390 0.7697 -1.4203
C 0.0525 3.9847 4.9177
N 1.7949 5.9908 0.1310
C 2.4484 4.0760 -0.7468
C 2.1646 -6.4504 -1.1400
H 0.8806 -4.2957 2.0316
N 0.4267 -5.2029 0.2368
H 2.6311 -1.9604 -3.4947
H 0.1457 -5.9375 -1.7024
H 0.6251 3.1307 1.0163
C -0.0633 2.6211 4.2210
O -4.2940 1.6055 2.6825
H -1.1655 3.7495 0.3941
F -5.4790 -1.2128 2.1914
O -0.6559 1.2289 -0.0031
H 1.2832 -2.4751 0.5726
C -1.2885 -6.9864 0.1434
C -2.6013 -2.9253 -0.4375
N -0.3312 2.5824 2.7591
H -0.1614 2.5211 -2.0634
H 2.2339 -5.2702 1.3990
N 1.2139 -0.4860 -3.9513
H 1.2658 0.0343 -3.0885
C 0.4155 3.8183 -3.6352
O -0.6769 -1.5438 2.5157
S -3.4520 0.4599 2.6071
H 2.8244 -2.8809 1.1773
H -2.0440 -0.2673 -2.3258
H 0.5163 -7.1099 1.2326
H -2.5660 4.5269 0.9722
H -1.1869 4.5056 2.7302
H -2.2899 3.2558 3.2074
C 3.5378 4.6637 -0.0736
H 1.1732 -4.6036 -1.6369
H 1.2538 6.8277 0.2582
H -0.6820 -6.0109 1.8858
H -1.9991 -6.2634 -0.2602
H 1.9401 -7.4112 -0.6754
H -0.7744 4.6614 4.7211
C 1.4235 -4.5825 1.1297
H -3.0793 -3.6912 0.1512
H 2.9593 -5.9456 -0.5840
H 1.4270 4.0046 -3.3186
H 0.0150 0.8749 -4.9893
*
```

As for the expectation value of S²: 2.012. For the HOMO energy (alpha / beta), the calculation gives -7.66 / -7.66 eV. Its LUMO energy (alpha / beta) is -1.19 / -0.40 eV. As for the total energy: -3891.8247 a.u. As for the energy above the lowest of the compared OMol25 structures with the same formula, charge and spin: 0.0 kcal per mole.